1.
Formula: C40H32AsAuCl2IN2OPS
Source: OMol25
Level of theory: ωB97M-V with the def2-TZVPD basis set

Values from the calculation:
LUMO level = 0.067 eV
Frontier orbital gap = 0.25004 Ha
E_HOMO = -6.7 eV
Energy above the lowest of the compared OMol25 structures with the same formula, charge and spin = 2.66 kcal/mol
DFT total energy = -6057.34312 a.u.

Positions of all 82 atoms, in Å:
Au  0.04967  1.53403  -2.44708
Cl  -3.52205  7.68970  -1.70457
C  -2.61927  6.22197  -1.41074
C  -2.38025  5.83077  -0.12682
C  -1.66909  4.65058  0.14463
I  -1.27569  4.15881  2.12821
C  -1.17369  3.80508  -0.84921
O  -0.54269  2.74287  -0.58822
C  -1.43274  4.24888  -2.22094
N  -0.95854  3.47570  -3.22894
C  -1.12884  3.84568  -4.46377
C  -1.82232  5.01614  -4.82595
C  -2.33541  5.80259  -3.84610
C  -2.14465  5.45055  -2.49517
H  -2.74682  6.43769  0.69005
H  -0.70680  3.18659  -5.21982
H  -1.94344  5.27161  -5.87160
H  -2.88429  6.70357  -4.08593
Cl  -0.01424  -0.63549  -7.77635
C  0.93126  0.21533  -6.60043
C  2.12268  0.80752  -6.95587
C  2.82787  1.46358  -5.96978
C  2.30842  1.51316  -4.68378
N  1.14961  0.95056  -4.35109
C  0.47580  0.30565  -5.29229
H  2.47803  0.75918  -7.97743
H  3.77398  1.94025  -6.19165
H  2.83185  2.02379  -3.88531
H  -0.46027  -0.15293  -4.98865
S  -0.05665  -0.74941  -1.31385
C  -0.01359  -1.84965  1.57446
C  -1.14485  -2.85137  1.34262
As  -0.74205  -4.74961  1.74529
C  1.00193  -4.85934  0.87923
C  2.11083  -5.43243  1.49860
C  3.30957  -5.57301  0.80906
C  3.40946  -5.15036  -0.50973
C  2.30476  -4.58902  -1.13815
C  1.10780  -4.45018  -0.44919
C  -0.21086  -4.54200  3.61632
C  -1.06035  -5.11257  4.56273
C  -0.80902  -4.97489  5.92337
C  0.30139  -4.26210  6.35346
C  1.16094  -3.69505  5.41984
C  0.90799  -3.83588  4.06132
P  -0.21188  -0.30027  0.61681
C  1.12619  0.73886  1.24961
C  2.18671  1.08755  0.42446
C  3.23902  1.83824  0.93089
C  3.23753  2.23425  2.26051
C  2.18391  1.87655  3.09032
C  1.12850  1.13161  2.58690
C  -1.82375  0.34916  1.09726
C  -2.24255  0.29252  2.42575
C  -3.47398  0.81880  2.78767
C  -4.29299  1.39324  1.82461
C  -3.88616  1.42990  0.49734
C  -2.65511  0.90527  0.13117
H  0.94353  -2.24581  1.23435
H  0.08329  -1.59851  2.63191
H  -1.45984  -2.82826  0.29812
H  -2.01685  -2.59271  1.94266
H  2.04114  -5.77684  2.52244
H  4.16668  -6.01462  1.30400
H  4.34407  -5.25921  -1.04683
H  2.37255  -4.25830  -2.16814
H  0.25686  -4.00296  -0.95129
H  -1.92386  -5.67618  4.22998
H  -1.47695  -5.42952  6.64525
H  0.50049  -4.15127  7.41269
H  2.03447  -3.14408  5.74870
H  1.60137  -3.40682  3.34869
H  2.17892  0.77669  -0.61215
H  4.05995  2.11621  0.28187
H  4.05651  2.82616  2.65075
H  2.18019  2.18426  4.12879
H  0.29762  0.87806  3.23415
H  -1.62287  -0.16885  3.18590
H  -3.79244  0.78170  3.82270
H  -5.25365  1.80484  2.10867
H  -4.52597  1.87103  -0.25751
H  -2.32603  0.93284  -0.89973

=====

2.
Formula: C40H32Br3N12O3S2Y
Source: OMol25
Level of theory: ωB97M-V with the def2-TZVPD basis set

Values from the calculation:
LUMO level = -5.734 eV
Net charge = +2
Frontier orbital gap = 0.25463 Ha
E_HOMO = -12.7 eV
Energy above the lowest of the compared OMol25 structures with the same formula, charge and spin = 20.98 kcal/mol
DFT total energy = -10982.77153 a.u.

Positions of all 93 atoms, in Å:
Y  0.63730  -0.17940  -0.41790
N  -1.27620  -2.61860  3.15420
C  -1.17520  -1.45090  2.50490
N  -0.31580  -1.57060  1.51180
C  0.10460  -2.87070  1.60480
N  -0.47560  -3.51400  2.59480
C  1.10050  -3.44590  0.71880
C  1.48260  -4.78890  0.82570
N  2.40520  -5.30470  0.03940
C  2.96410  -4.50680  -0.85410
C  2.58350  -3.17280  -0.98160
N  1.65010  -2.63290  -0.19910
H  -1.83110  -2.87350  3.96170
H  -1.71230  -0.56490  2.77480
H  1.02550  -5.44180  1.55600
H  3.72800  -4.94260  -1.48210
H  3.03890  -2.52570  -1.71560
Br  1.84330  -5.93000  -5.49990
C  1.07800  -4.64650  -4.33500
C  1.38950  -3.29870  -4.48340
C  0.82470  -2.36190  -3.63850
C  -0.06750  -2.77660  -2.65080
C  -0.38740  -4.12900  -2.52050
C  0.19470  -5.06500  -3.34950
N  -0.69340  -1.82780  -1.81600
C  -1.97350  -1.84100  -1.84880
C  -2.83920  -1.00220  -1.04140
C  -4.21860  -1.07220  -1.27320
C  -5.07630  -0.29560  -0.51570
C  -4.51910  0.52150  0.45500
C  -3.13950  0.51500  0.62260
N  -2.29900  -0.21060  -0.10150
H  2.05500  -2.99080  -5.27510
H  1.04330  -1.30730  -3.75540
H  -1.06370  -4.44960  -1.73810
H  -0.05510  -6.10860  -3.25300
H  -2.50450  -2.50380  -2.54010
H  -4.60440  -1.73410  -2.03220
H  -6.14320  -0.31760  -0.67300
H  -5.14080  1.14680  1.07450
H  -2.69500  1.12780  1.39390
Br  4.99630  0.76650  5.18780
C  3.84270  0.41110  3.74610
C  4.18850  -0.50060  2.75280
C  3.30390  -0.67540  1.70730
N  2.13090  -0.04740  1.59430
C  1.80290  0.84250  2.55250
C  2.63690  1.08800  3.64170
C  0.56440  1.63050  2.38370
C  0.01080  2.34550  3.44710
C  -1.00560  3.25520  3.19140
Br  -1.83320  4.20890  4.59580
C  -1.41590  3.44670  1.87610
C  -0.89440  2.60450  0.90930
N  0.02590  1.67520  1.15110
H  5.11900  -1.04430  2.78560
H  3.56330  -1.35210  0.90400
H  2.39430  1.83830  4.37410
H  0.34750  2.19770  4.45950
H  -2.14640  4.19920  1.63120
H  -1.24230  2.67320  -0.11370
O  2.67440  -0.39750  -1.94720
S  2.63140  1.02510  -2.32340
O  1.80130  1.27270  -3.47310
N  2.06600  1.73080  -0.95550
C  2.99510  2.54200  -0.43390
S  2.87280  3.24020  1.05930
C  4.17420  2.74080  -1.29170
C  5.20110  3.65890  -1.13110
C  6.18010  3.73960  -2.11200
C  6.16430  2.89720  -3.21610
C  5.15900  1.94670  -3.36690
C  4.18050  1.89730  -2.40060
H  5.21250  4.30840  -0.27110
H  6.95390  4.48530  -2.02050
H  6.92950  2.98020  -3.97440
H  5.13650  1.28690  -4.22060
N  -0.57120  1.03320  -1.99150
C  -0.85610  1.88480  -2.72970
N  -1.27120  2.84930  -3.45860
C  -2.64280  3.33180  -3.32060
C  -3.36970  3.07170  -4.64700
O  -2.69950  3.71510  -5.69640
C  -1.39690  3.20970  -5.86970
C  -0.54730  3.39380  -4.60310
H  -2.61460  4.40980  -3.13070
H  -3.13490  2.82270  -2.48960
H  -4.38170  3.47920  -4.62220
H  -3.41520  1.98420  -4.82500
H  -0.96260  3.76970  -6.69900
H  -1.43930  2.14290  -6.13520
H  -0.38620  4.46230  -4.42630
H  0.41250  2.88420  -4.69140

=====

3.
Formula: C40H32CaN8O3S3
Source: OMol25
Level of theory: ωB97M-V with the def2-TZVPD basis set

Values from the calculation:
LUMO level = 3.451 eV
Net charge = -2
Frontier orbital gap = 0.16553 Ha
E_HOMO = -1.1 eV
Energy above the lowest of the compared OMol25 structures with the same formula, charge and spin = 4.43 kcal/mol
DFT total energy = -4079.68015 a.u.

Positions of all 87 atoms, in Å:
Ca  0.45674  -0.55141  0.28035
C  2.12888  -2.28631  4.32442
C  1.92326  -2.22401  2.80874
O  0.95867  -1.52916  2.40350
C  2.81326  -2.96503  2.02783
C  2.78110  -3.12869  0.60341
C  3.71158  -4.17553  0.03126
N  2.03699  -2.40815  -0.18023
N  2.23007  -2.68178  -1.53974
C  1.33433  -2.09950  -2.30442
O  0.33446  -1.39994  -1.96618
C  1.59920  -2.26939  -3.78156
C  0.80239  -1.57493  -4.68648
C  1.01928  -1.68109  -6.05426
C  2.03518  -2.49203  -6.53914
C  2.83159  -3.19657  -5.64115
C  2.61681  -3.08605  -4.27646
H  1.58271  -1.46627  4.78824
H  3.18633  -2.22247  4.58925
H  1.73685  -3.22862  4.71596
H  3.54566  -3.55981  2.56224
H  4.29909  -4.63881  0.82433
H  4.37210  -3.73174  -0.71605
H  3.13558  -4.94249  -0.48951
H  0.01165  -0.95772  -4.27888
H  0.39034  -1.13030  -6.74532
H  2.20539  -2.57831  -7.60673
H  3.62563  -3.83648  -6.01131
H  3.22850  -3.62153  -3.56273
C  -4.00957  1.77338  0.79532
C  -2.52356  1.46825  0.76168
N  -2.07816  0.28416  0.47797
N  -3.09634  -0.59512  0.08769
C  -2.82944  -1.86457  0.12503
S  -1.45816  -2.74147  0.51875
S  -4.27537  -2.85071  -0.39625
C  -5.60943  -2.02375  0.53175
C  -5.51625  -2.25054  2.01321
C  -6.20006  -3.30600  2.61187
C  -6.09080  -3.54757  3.97307
C  -5.28249  -2.73813  4.75872
C  -4.59085  -1.68813  4.17251
C  -4.71096  -1.44028  2.81294
C  -1.64193  2.62762  1.05018
C  -2.21768  3.90674  0.97863
C  -1.52975  5.08439  1.20176
C  -0.17945  5.00636  1.55684
C  0.42758  3.78254  1.65607
C  -0.24382  2.53965  1.38816
O  0.44306  1.47492  1.42895
H  -4.57874  0.85489  0.77335
H  -4.30620  2.36636  -0.07498
H  -4.25277  2.34876  1.68913
H  -6.53948  -2.44059  0.14119
H  -5.56778  -0.96492  0.28539
H  -6.81366  -3.95433  1.99530
H  -6.62702  -4.37705  4.41976
H  -5.17982  -2.93534  5.81917
H  -3.93352  -1.06749  4.76831
H  -4.14984  -0.63582  2.35793
H  -3.26227  3.99137  0.70877
H  -2.03388  6.03892  1.11103
H  0.38905  5.91170  1.74927
H  1.47482  3.69229  1.92704
S  4.15427  6.34548  -1.63805
N  4.75127  4.98685  -0.97929
C  3.78723  4.08557  -1.02267
C  3.87623  2.72804  -0.52899
C  5.01581  2.21983  0.09768
C  4.98869  0.92820  0.56713
C  3.82206  0.17541  0.40247
N  2.74404  0.64726  -0.19635
C  2.75563  1.89993  -0.65954
C  1.51909  2.39526  -1.29553
N  0.49883  1.54038  -1.38013
C  -0.63745  1.95947  -1.90188
C  -0.83393  3.26543  -2.35812
C  0.20727  4.15705  -2.27508
C  1.42102  3.71657  -1.74353
C  2.57861  4.57322  -1.61091
N  2.65800  5.83284  -1.99930
H  5.88689  2.85312  0.20765
H  5.84098  0.49197  1.06997
H  3.74915  -0.83926  0.78063
H  -1.43277  1.22385  -1.94978
H  -1.79953  3.56161  -2.74480
H  0.10955  5.18558  -2.59649

=====

- What is the energy above the lowest of the compared OMol25 structures with the same formula, charge and spin in the second record?
  20.98 kcal/mol